No. 1
Molecular formula: H80O40
Method: DFT, ωB97M-V with the def2-TZVPD basis set

XYZ file:
```
120
Properties=species:S:1:pos:R:3:forces:R:3:lowdin_charge:R:1
H 0.735 -1.465 -5.117 0.71 0.40 0.61 0.022
H 0.746 -2.877 -5.762 0.17 0.17 0.16 0.038
O 0.232 -2.075 -5.635 -1.01 -0.52 -0.62 -0.041
H 5.822 -1.304 0.517 -0.16 0.38 0.08 0.042
H 6.624 -0.539 1.543 -1.00 0.36 -0.46 0.083
O 5.823 -0.442 0.974 0.98 -0.96 0.54 -0.072
H 1.081 -0.936 4.656 -0.78 0.73 -0.78 0.027
H 0.359 -0.990 6.117 0.21 0.14 -0.82 0.080
O 1.051 -1.311 5.523 0.42 -0.84 1.84 -0.041
H -2.676 -1.046 -5.527 0.27 -0.17 -0.34 0.051
H -4.096 -1.422 -5.122 -0.26 -0.21 0.00 0.057
O -3.381 -0.822 -4.918 0.78 0.00 -0.80 -0.038
H -1.415 2.998 0.078 0.77 -0.06 -0.29 0.049
H -1.162 2.547 -1.322 -0.09 0.05 -0.88 0.005
O -0.693 2.698 -0.512 -0.13 0.42 1.43 -0.043
H -1.384 -0.979 3.543 0.46 1.08 0.77 0.034
O -0.670 -0.270 3.651 0.25 -0.57 -1.31 -0.098
H -2.266 -2.829 -0.313 0.06 -0.24 0.06 0.037
O -1.683 -3.417 0.203 -0.74 -0.02 0.14 -0.042
H 3.360 0.134 -1.111 -1.12 0.66 -2.58 0.056
H 2.636 0.847 -2.549 0.95 -0.28 1.59 0.052
O 2.876 0.062 -2.002 -0.56 -0.30 0.72 -0.128
H -1.222 -6.222 2.322 0.71 0.46 0.00 0.032
H -1.356 -5.302 3.648 0.75 -0.02 -0.39 0.021
O -1.727 -5.987 3.094 -1.39 -0.41 0.41 -0.042
H -0.922 -5.390 -3.648 -0.09 -0.02 -0.06 0.060
H -0.771 -3.854 -3.685 -0.30 0.50 -0.07 0.030
O -0.289 -4.672 -3.583 -0.08 -0.18 -0.04 -0.041
H -3.867 -1.080 -1.514 -0.07 -0.21 0.56 0.020
H -4.775 -1.385 -0.292 0.38 -0.46 0.09 0.075
O -3.875 -1.525 -0.630 0.05 0.50 -0.39 -0.070
H 0.532 1.929 -2.910 -0.09 -0.31 0.22 0.060
O 0.082 1.105 -3.130 -0.50 0.62 -1.42 -0.043
H -1.580 -0.837 -2.502 0.06 -0.52 -0.65 0.044
H -0.806 -0.939 -1.296 0.37 -0.04 0.21 0.010
O -0.923 -1.446 -2.126 -1.05 0.90 0.36 -0.055
H 4.035 -2.398 3.106 1.06 -1.29 -0.87 0.050
H 4.767 -3.784 2.986 -0.25 0.54 0.15 0.055
O 4.619 -2.952 2.512 0.70 1.51 0.68 -0.096
H -2.330 5.288 -1.416 0.72 0.06 0.86 0.030
H -2.947 4.619 -2.557 0.84 -0.77 0.52 0.055
O -2.364 4.403 -1.792 -1.35 1.05 -1.22 -0.056
H 0.184 -1.468 1.601 -0.32 -0.22 -0.26 0.047
H -0.649 -2.858 1.411 0.97 0.31 -0.78 0.004
O 0.077 -2.389 1.886 0.83 -0.31 0.43 -0.075
H 5.227 1.403 -2.635 -1.04 0.32 -1.46 0.013
H 4.392 0.482 -3.503 -0.25 -0.67 -0.12 -0.001
O 4.649 1.396 -3.470 1.42 0.73 0.99 -0.113
H -1.970 -2.816 3.067 -0.92 0.42 0.57 0.078
H -1.785 -2.013 1.913 -2.25 0.93 1.90 0.044
O -2.388 -1.980 2.757 1.89 -1.62 -1.67 -0.081
H -2.560 -0.742 0.512 -0.10 -0.81 0.92 0.013
O -1.940 -0.058 0.787 -0.37 0.86 -1.69 -0.043
H 3.867 -1.758 0.275 -0.13 -0.40 -0.40 0.031
H 3.114 -2.312 -0.971 -0.51 -0.18 -0.25 0.020
O 3.865 -1.784 -0.698 0.95 0.19 1.33 -0.051
H 1.253 0.402 -0.453 0.44 -0.08 -0.41 0.019
O 0.310 0.284 -0.298 0.86 -0.98 0.31 -0.088
H -4.158 4.549 1.372 -0.26 0.57 -1.22 0.045
H -3.450 3.165 0.674 -0.45 0.71 -0.43 -0.019
O -3.754 3.700 1.422 0.51 -0.96 2.23 -0.055
H 3.226 -4.234 1.791 -0.64 0.62 0.14 0.040
H 1.988 -3.354 2.298 0.18 -0.20 -0.35 0.001
O 2.543 -4.126 2.468 -1.26 -1.27 0.07 -0.085
H -4.275 1.963 -2.615 -0.13 -0.24 0.13 -0.016
H -4.475 3.423 -2.850 0.11 -0.09 -0.22 0.065
O -3.901 2.688 -3.115 -0.45 0.40 -0.12 -0.040
H 0.451 -2.071 -1.007 0.90 -1.13 -0.74 0.022
H 1.212 -2.746 0.031 0.20 -0.65 0.08 0.023
O 1.004 -2.888 -0.907 -0.52 1.22 0.77 -0.053
H -4.973 0.399 -2.928 0.52 -0.30 -0.32 0.095
H -3.452 0.391 -3.391 0.02 0.19 -0.99 0.031
O -4.104 -0.028 -2.843 -1.33 0.09 1.98 -0.062
H 2.066 5.351 1.449 0.53 1.49 -1.09 -0.028
H 0.863 4.546 1.975 2.10 0.32 -0.22 0.049
O 1.875 4.609 1.975 -2.98 -1.77 1.60 -0.062
H -3.274 0.888 0.105 0.60 0.73 -0.42 0.056
H -3.120 1.902 -1.161 0.41 -0.44 -0.11 0.028
O -3.395 1.794 -0.251 -0.80 0.17 0.00 -0.075
H -2.444 4.252 2.886 0.10 -0.18 -0.80 0.009
H -1.235 4.481 3.830 -0.93 0.59 -3.77 0.133
O -1.550 4.624 2.811 1.05 0.26 4.31 -0.135
H -1.426 2.266 -4.866 0.92 0.56 -0.24 0.031
H -0.414 1.506 -5.641 0.38 0.70 0.17 0.036
O -0.564 2.417 -5.320 -1.34 -0.89 -0.22 -0.083
H 1.636 -4.837 -3.699 1.38 -1.09 1.90 0.046
H 1.699 -4.905 -2.200 -0.50 0.40 0.92 -0.031
O 2.202 -5.214 -2.937 -0.38 0.56 -2.62 -0.103
H 2.674 5.461 -0.831 -0.38 0.01 0.08 0.066
O 3.282 5.422 -0.083 -0.34 0.06 -0.60 -0.035
H -4.575 -3.117 2.168 0.84 -0.83 -0.65 0.035
H -4.244 -4.066 0.825 0.77 -0.02 0.86 0.026
O -4.801 -3.441 1.284 -1.66 0.87 -0.15 -0.058
H -1.472 -0.014 1.608 -0.27 -0.59 0.98 0.021
H -0.621 0.283 4.427 -0.85 0.01 0.35 0.043
H 0.048 1.175 -0.031 -0.58 0.53 -0.14 0.006
H -1.007 -3.740 -0.399 0.34 0.08 -0.42 0.052
H 0.089 0.495 -2.414 0.64 -0.44 1.33 -0.030
H 4.114 5.477 -0.543 0.81 0.03 0.05 0.055
O -0.391 2.346 3.284 0.01 1.73 1.14 -0.056
H 0.233 3.031 2.966 -0.43 -1.49 -0.15 0.032
H -0.322 1.480 2.921 0.76 -0.72 -0.83 -0.019
O 2.997 -3.123 5.374 -1.25 -0.87 0.20 -0.092
H 2.361 -2.402 5.532 0.09 0.14 0.24 -0.025
H 2.324 -3.847 5.340 1.27 0.36 -0.28 0.075
O 5.971 1.356 -1.088 -1.17 -1.31 0.72 -0.067
H 6.180 1.980 -0.401 0.30 0.62 0.26 0.044
H 5.411 0.707 -0.561 1.28 0.83 -0.91 0.043
O 3.787 -0.481 4.781 0.15 -0.72 -0.23 -0.060
H 3.346 -0.134 5.556 -0.15 0.24 0.24 0.027
H 3.787 -1.445 4.952 0.28 0.64 -0.11 -0.003
O 2.459 2.294 0.252 -0.55 -0.52 -1.33 -0.034
H 2.540 3.255 0.176 0.26 -0.25 0.81 0.013
H 2.861 1.940 1.035 0.40 0.56 0.69 0.040
O -0.878 6.062 0.240 0.07 0.12 -0.27 -0.031
H -0.863 6.069 1.192 -0.40 -0.88 1.04 0.002
H -0.709 6.989 0.110 0.16 0.77 -0.76 0.038
O -5.987 2.837 -0.281 3.49 -1.68 1.09 -0.151
H -5.714 2.349 0.585 -1.26 1.37 -1.79 0.074
H -5.009 2.767 -0.626 -2.73 0.39 0.65 0.021
```
Positions in Å, forces in eV/Å.

Values from the calculation:
- LUMO energy: -0.37 eV
- Spin multiplicity: 1
- Kohn-Sham gap: 9.21 eV
- Energy relative to the best compared isomer or geometry (same formula, charge and spin): 210.8 kcal per mole


No. 2
Molecular formula: C11H15N3
Method: DFT, ωB97M-V with the def2-TZVPD basis set

XYZ file:
```
29
Properties=species:S:1:pos:R:3:forces:R:3:nbo_charge:R:1
C -3.764 -0.717 -1.215 -2.68 -1.22 1.28 -0.643
C -3.339 0.592 -0.413 -0.87 1.14 0.94 -0.447
C -2.724 0.327 1.092 0.30 0.24 1.46 -0.249
C -0.490 -0.296 0.597 0.54 -2.83 -2.32 0.574
C 0.811 1.656 -0.013 -4.70 -0.88 -1.58 -0.278
C 1.933 0.718 -0.398 3.23 0.14 2.44 -0.103
C 3.245 1.162 -0.162 0.63 0.95 -1.71 -0.146
C 4.535 0.423 -0.143 -3.76 0.93 0.58 -0.253
C 4.282 -0.906 0.182 -0.45 -2.13 -1.71 -0.215
C 2.940 -1.477 -0.011 1.89 -1.37 3.85 -0.226
C 1.829 -0.672 -0.346 -2.05 -1.01 1.76 0.151
H -4.261 -1.714 -0.620 1.56 3.00 -0.79 0.198
H -4.702 -0.523 -1.915 2.63 -0.18 0.75 0.231
H -2.809 -1.102 -1.613 -0.91 0.07 -0.64 0.220
H -4.119 1.524 -0.394 1.11 -2.71 0.48 0.219
H -2.601 1.141 -1.074 -0.09 -1.06 1.02 0.219
H -3.342 0.004 2.036 0.15 0.79 -2.48 0.215
H -2.099 1.402 1.426 -2.07 -3.84 -0.89 0.297
H -1.791 -1.911 0.940 -0.37 2.17 0.10 0.403
H 0.365 2.263 -0.887 0.59 -1.39 0.58 0.203
H 0.790 2.471 0.686 2.05 0.18 0.71 0.242
H 3.097 2.241 -0.148 1.66 0.27 0.20 0.203
H 5.464 0.982 -0.272 -0.25 -0.54 0.52 0.236
H 5.048 -1.729 0.404 -0.83 1.80 -0.25 0.222
H 3.026 -2.634 0.950 -1.26 3.22 -3.66 0.209
H 0.327 -2.215 -0.149 0.45 4.13 -0.35 0.381
N -1.643 -0.879 1.114 -0.12 1.00 -0.75 -0.679
N -0.446 0.933 0.636 4.36 3.91 -1.22 -0.539
N 0.440 -1.064 -0.289 -0.74 -4.79 1.68 -0.644
```
Positions in Å, forces in eV/Å.

Values from the calculation:
- LUMO energy: 0.53 eV
- Spin multiplicity: 1
- Kohn-Sham gap: 8.89 eV
- Energy relative to the best compared isomer or geometry (same formula, charge and spin): 180.5 kcal per mole


No. 3
Molecular formula: C5H12
Method: DFT, ωB97M-V with the def2-TZVPD basis set

XYZ file:
```
17
Properties=species:S:1:pos:R:3:forces:R:3:nbo_charge:R:1
C -2.759 -2.815 0.568 -0.89 -2.43 -0.02 -0.410
C -2.679 -1.502 0.641 -0.13 1.81 0.10 -0.210
C -2.807 -0.654 1.856 0.87 -1.06 2.95 -0.657
H -2.938 -3.488 -0.354 0.79 1.63 1.31 0.214
H -2.842 -3.447 1.535 0.15 1.33 -1.48 0.192
H -2.657 -0.624 0.039 0.28 -0.97 -3.13 0.217
H -3.381 0.269 1.789 0.52 0.31 -0.90 0.216
H -3.528 -1.246 2.397 0.32 -0.21 1.71 0.214
H -1.787 -0.454 2.375 -1.92 -0.40 -0.55 0.224
C 3.957 1.630 -1.236 1.34 0.10 1.69 -0.638
C 2.474 1.855 -1.549 -3.79 1.57 0.91 -0.646
H 4.343 0.625 -1.496 -0.59 0.43 -0.37 0.215
H 4.165 1.601 -0.068 -0.48 0.60 -2.35 0.212
H 4.669 2.356 -1.741 -1.02 -0.67 0.83 0.217
H 2.097 2.661 -2.299 1.59 -1.47 0.62 0.220
H 1.891 0.930 -1.804 0.85 0.67 0.07 0.215
H 1.783 2.302 -0.654 2.11 -1.22 -1.39 0.204
```
Positions in Å, forces in eV/Å.

Values from the calculation:
- LUMO energy: 0.97 eV
- Spin multiplicity: 1
- SMILES string: C=CC.CC
- Kohn-Sham gap: 10.71 eV
- Energy relative to the best compared isomer or geometry (same formula, charge and spin): 79.3 kcal per mole


No. 4
Molecular formula: C50H27Br2N12S3V
Method: DFT, ωB97M-V with the def2-TZVPD basis set

XYZ file:
```
95
Properties=species:S:1:pos:R:3:forces:R:3:lowdin_charge:R:1
V -0.003 0.085 -0.295 -1.47 0.41 1.52 0.965
C -3.229 -5.518 0.037 -0.05 0.03 0.01 -0.081
C -2.811 -5.565 1.386 0.05 0.02 0.00 -0.087
C -2.169 -4.497 1.970 -0.05 -0.15 0.08 -0.022
C -1.977 -3.345 1.201 0.09 0.17 0.03 -0.131
C -1.251 -2.135 1.454 0.08 -0.15 0.21 -0.309
N -0.441 -1.991 2.489 0.02 0.10 -0.25 0.198
C 0.509 -1.085 2.554 0.03 -0.34 -0.06 -0.279
C 1.415 -0.953 3.665 -0.11 0.05 -0.11 -0.115
C 1.466 -1.564 4.919 0.03 -0.08 0.08 -0.025
C 2.458 -1.165 5.792 -0.03 0.01 -0.07 -0.099
C 3.387 -0.166 5.438 0.02 0.01 -0.03 -0.103
C 3.330 0.449 4.204 0.07 -0.01 0.04 -0.028
C 2.335 0.041 3.316 0.02 0.18 -0.08 -0.115
C 1.930 0.537 2.018 -0.22 -0.03 0.02 -0.277
N 2.448 1.650 1.457 -0.01 0.10 -0.22 0.178
C 1.679 2.350 0.650 -0.21 -0.25 0.41 -0.291
N 0.429 2.017 0.189 0.59 0.52 -0.13 0.042
C -0.092 3.152 -0.452 -0.44 -0.10 -0.11 -0.318
N -1.232 3.240 -1.064 0.23 -0.18 -0.01 0.188
C -1.991 2.171 -1.358 0.10 0.03 -0.27 -0.294
N -1.646 0.824 -1.204 -0.74 0.36 -0.35 0.050
C -2.598 0.093 -1.801 -0.09 -0.59 0.05 -0.226
N -2.661 -1.327 -1.690 -0.15 0.38 0.20 0.000
C -2.136 -1.944 -0.568 -0.20 0.57 -0.18 -0.253
N -1.376 -1.298 0.340 -0.38 -0.69 -0.19 0.051
C -2.454 -3.272 -0.118 -0.01 0.02 -0.16 -0.119
C -3.055 -4.385 -0.722 -0.17 -0.03 -0.02 -0.018
C -3.550 0.928 -2.453 -0.01 -0.32 0.05 -0.103
C -4.654 0.695 -3.298 -0.10 0.04 0.07 -0.035
C -5.374 1.776 -3.740 0.01 -0.07 -0.02 -0.095
C -5.027 3.097 -3.364 0.06 0.04 0.04 -0.101
C -3.934 3.344 -2.573 -0.11 0.08 -0.13 -0.032
C -3.176 2.247 -2.133 0.23 0.08 0.15 -0.124
C 0.873 4.232 -0.387 0.15 0.03 0.01 -0.116
C 0.863 5.535 -0.878 -0.06 0.02 0.01 -0.018
C 2.002 6.302 -0.702 0.07 -0.03 0.03 -0.091
C 3.132 5.791 -0.042 -0.04 0.01 -0.03 -0.096
C 3.141 4.493 0.442 0.02 -0.02 -0.03 -0.023
C 2.003 3.720 0.245 0.08 0.05 0.05 -0.114
N 0.879 -0.177 1.559 0.14 0.21 0.48 0.063
H -3.709 -6.381 -0.408 0.04 -0.01 0.04 0.099
H -2.983 -6.468 1.961 0.00 0.03 -0.03 0.095
H -1.823 -4.532 2.998 0.02 0.00 -0.09 0.109
H 0.738 -2.319 5.192 0.05 0.05 -0.03 0.108
H 2.519 -1.618 6.774 0.02 -0.01 0.01 0.092
H 4.148 0.126 6.151 -0.02 -0.01 -0.01 0.091
H 4.031 1.228 3.925 -0.05 -0.01 0.01 0.107
H -3.351 -4.377 -1.763 -0.05 0.08 0.04 0.102
H -4.925 -0.303 -3.607 -0.01 -0.06 0.03 0.082
H -6.220 1.616 -4.398 0.00 0.01 0.03 0.094
H -5.634 3.925 -3.716 0.03 -0.04 -0.01 0.091
H -3.652 4.353 -2.292 0.00 -0.09 -0.02 0.105
H -0.013 5.929 -1.381 0.05 -0.04 0.02 0.110
H 2.027 7.317 -1.082 -0.01 -0.04 0.04 0.095
H 4.003 6.423 0.089 -0.04 -0.04 -0.03 0.094
H 4.003 4.079 0.952 -0.04 0.02 -0.01 0.110
Br 4.767 -4.484 -0.963 0.05 0.00 0.00 0.774
C 3.308 -3.296 -0.875 0.10 -0.01 0.03 -0.665
C 2.061 -3.761 -0.521 -0.08 -0.03 -0.01 -0.058
C 1.022 -2.851 -0.464 -0.18 -0.02 0.15 -0.051
N 1.176 -1.554 -0.728 0.65 -0.80 -0.37 0.035
C 2.377 -1.136 -1.141 0.10 0.09 -0.29 -0.182
C 3.476 -1.967 -1.207 0.30 0.16 -0.06 -0.037
C 2.345 0.218 -1.739 0.11 -0.15 0.08 -0.192
C 3.450 0.941 -2.134 0.23 -0.02 -0.04 -0.043
C 3.231 2.089 -2.878 0.12 -0.03 0.06 -0.665
Br 4.690 3.165 -3.386 0.03 0.00 0.00 0.777
C 1.952 2.438 -3.258 -0.05 0.06 -0.05 -0.067
C 0.903 1.693 -2.753 -0.22 -0.07 0.05 -0.059
N 1.091 0.647 -1.945 0.75 0.25 -0.88 0.033
H 1.884 -4.803 -0.303 -0.04 0.01 0.01 0.115
H 0.033 -3.193 -0.203 0.02 0.05 0.00 0.109
H 4.428 -1.589 -1.550 -0.01 -0.06 0.00 0.111
H 4.447 0.634 -1.852 -0.03 0.01 -0.08 0.114
H 1.764 3.298 -3.885 -0.02 -0.04 0.02 0.117
H -0.124 1.940 -2.987 -0.02 0.05 0.10 0.130
S -7.022 -3.993 -2.170 -0.10 0.20 0.53 0.651
C -5.796 -2.857 -2.308 1.33 0.50 -1.21 -1.316
S -5.754 -1.780 -1.027 0.06 -0.51 0.08 0.733
C -2.588 -2.065 -2.975 -0.27 0.27 0.20 -0.815
N -3.585 -2.574 -3.608 0.04 -0.17 -0.13 0.050
N -4.967 -2.800 -3.430 -0.02 0.10 0.74 -0.133
C -5.502 -3.285 -4.677 0.11 -0.07 -0.04 -0.250
C -6.788 -2.925 -5.061 -0.05 0.11 -0.05 -0.077
C -7.285 -3.331 -6.289 -0.02 -0.04 -0.06 -0.090
C -6.504 -4.094 -7.150 0.01 0.04 0.08 -0.106
C -5.217 -4.440 -6.766 0.01 -0.01 0.07 -0.086
C -4.711 -4.034 -5.537 0.00 -0.15 -0.03 -0.013
S -0.977 -2.104 -3.597 -0.36 -0.13 0.06 0.481
H -7.404 -2.333 -4.396 0.05 0.03 -0.07 0.098
H -8.287 -3.039 -6.579 0.03 -0.01 0.02 0.099
H -6.892 -4.405 -8.112 0.00 0.01 0.02 0.094
H -4.593 -5.031 -7.425 -0.01 0.03 0.02 0.099
H -3.700 -4.276 -5.241 -0.02 0.04 -0.03 0.109
```
Positions in Å, forces in eV/Å.

Values from the calculation:
- LUMO energy (spin up / spin down): 1.11 / 0.27 eV
- Total charge: -1
- Spin multiplicity: 4
- Kohn-Sham gap (spin up / spin down): 4.54 / 3.75 eV